Density functional theory data (the ωB97M-V functional and the def2-TZVPD basis) for a 5-piece molecular cluster, C28H53N2O11 overall in a non-equilibrium geometry.

Results
**ΔE to the lowest compared entry with this formula, charge and spin**: 1351.9 kJ/mol
**LUMO level**: -5.21 eV
**Total charge**: +1
**HOMO-LUMO gap**: 5.117 eV
**Largest force on an atom**: 4.91 eV Å⁻¹

Atoms and positions in Å:
1 O -1.960 7.935 2.296
2 O -2.042 6.883 1.441
3 C -1.606 5.654 2.058
4 C -0.114 5.660 2.605
5 C 0.445 6.574 3.689
6 N 1.769 6.536 4.124
7 N 2.775 5.749 3.776
8 C 2.334 4.845 2.812
9 C 0.985 4.686 2.128
10 C 0.763 3.573 1.004
11 O 0.307 4.084 -0.267
12 C 0.896 5.345 -0.588
13 C 2.403 5.668 -0.658
14 C 2.841 7.125 -1.042
15 C 1.830 8.261 -1.396
16 C 0.312 7.930 -1.361
17 C -0.115 6.510 -0.947
18 H -1.301 8.566 1.898
19 H -1.672 4.800 1.283
20 H -2.361 5.371 2.883
21 H -0.274 7.332 4.165
22 H 2.033 7.238 4.848
23 H 3.142 4.091 2.481
24 H 1.708 2.934 0.893
25 H -0.076 2.881 1.399
26 H 3.179 4.872 -0.419
27 H 3.961 7.385 -1.065
28 H 2.128 9.321 -1.680
29 H -0.523 8.676 -1.628
30 H -1.240 6.275 -0.903
31 C 0.252 4.649 -7.053
32 O 1.408 4.209 -6.353
33 C 1.987 5.239 -5.555
34 C 1.601 5.090 -4.087
35 O 0.212 5.298 -3.888
36 C -0.512 4.082 -3.762
37 H -0.284 3.769 -7.413
38 H -0.420 5.225 -6.412
39 H 0.549 5.256 -7.912
40 H 1.708 6.229 -5.936
41 H 3.073 5.139 -5.645
42 H 2.124 5.859 -3.509
43 H 1.905 4.111 -3.699
44 H -0.352 3.657 -2.765
45 H -0.223 3.352 -4.522
46 H -1.575 4.303 -3.881
47 C -0.138 0.422 -0.641
48 O 0.548 -0.298 0.373
49 C -0.341 -0.869 1.333
50 C -0.570 -2.354 1.068
51 O -1.268 -2.562 -0.156
52 C -0.400 -2.940 -1.218
53 H 0.554 0.593 -1.467
54 H -1.003 -0.127 -1.021
55 H -0.463 1.391 -0.248
56 H -1.292 -0.323 1.354
57 H 0.132 -0.756 2.313
58 H -1.199 -2.757 1.869
59 H 0.377 -2.904 1.075
60 H -0.119 -3.992 -1.106
61 H 0.501 -2.322 -1.252
62 H -0.938 -2.819 -2.159
63 C 3.406 -5.610 0.177
64 O 2.082 -5.466 0.672
65 C 1.227 -6.531 0.254
66 C 1.042 -7.563 1.362
67 O 2.261 -8.244 1.648
68 C 2.906 -7.737 2.810
69 H 4.055 -4.938 0.741
70 H 3.779 -6.631 0.294
71 H 3.438 -5.327 -0.879
72 H 1.610 -7.000 -0.661
73 H 0.255 -6.087 0.021
74 H 0.327 -8.317 1.018
75 H 0.633 -7.098 2.265
76 H 2.398 -8.107 3.706
77 H 2.926 -6.645 2.824
78 H 3.934 -8.103 2.815
79 C -3.701 -6.053 1.185
80 O -3.014 -6.774 2.200
81 C -3.903 -7.341 3.161
82 C -4.133 -8.826 2.899
83 O -4.832 -9.036 1.675
84 C -3.967 -9.417 0.613
85 H -3.009 -5.885 0.358
86 H -4.567 -6.603 0.807
87 H -4.024 -5.083 1.575
88 H -4.853 -6.794 3.182
89 H -3.429 -7.226 4.140
90 H -4.762 -9.227 3.700
91 H -3.186 -9.376 2.906
92 H -3.686 -10.469 0.725
93 H -3.066 -8.799 0.577
94 H -4.507 -9.297 -0.327

Löwdin atomic charge list, values in e, 5 entries: atom 1 (O): -0.033, atom 2 (O): -0.183, atom 3 (C): -0.109, atom 4 (C): 0.013, atom 5 (C): 0.080



Density functional theory data (the ωB97M-V functional and the def2-TZVPD basis) for a 6-piece molecular cluster, C28H53N6O3P overall in a non-equilibrium geometry.

Results
**SMILES**: CCNP(CCCO)COC(C)=O.CCCC#N.CCCC#N.CCCC#N.CCCC#N.CCCC#N
**LUMO level**: 0.30 eV
**HOMO-LUMO gap**: 8.299 eV
**Largest force on an atom**: 1.19 eV Å⁻¹

Atoms and positions in Å:
1 C 2.307 3.230 0.525
2 C 1.839 1.778 0.490
3 N 0.485 1.643 -0.033
4 P 0.367 1.310 -1.709
5 C -1.424 1.063 -1.968
6 C -2.202 0.120 -1.041
7 C -3.426 0.844 -0.538
8 O -4.202 0.074 0.361
9 C 1.130 -0.350 -2.000
10 O 0.479 -1.508 -1.350
11 C 1.387 -2.117 -0.528
12 C 1.414 -1.728 0.927
13 O 2.167 -2.929 -0.967
14 H 2.094 3.653 1.495
15 H 1.795 3.836 -0.209
16 H 3.372 3.244 0.354
17 H 2.573 1.171 -0.034
18 H 1.820 1.426 1.512
19 H -0.081 1.040 0.549
20 H -1.576 0.782 -2.998
21 H -1.823 2.057 -1.836
22 H -1.623 -0.258 -0.213
23 H -2.560 -0.716 -1.631
24 H -4.044 1.095 -1.389
25 H -3.101 1.774 -0.077
26 H -3.766 -0.763 0.508
27 H 2.167 -0.340 -1.690
28 H 1.130 -0.521 -3.066
29 H 1.623 -2.619 1.495
30 H 0.466 -1.313 1.217
31 H 2.185 -1.000 1.126
32 C -1.406 3.279 2.861
33 C -1.380 4.795 2.694
34 C -2.219 5.272 1.503
35 C -1.719 4.693 0.259
36 N -1.326 4.182 -0.685
37 H -0.975 2.780 1.991
38 H -0.822 2.979 3.731
39 H -2.427 2.915 2.995
40 H -0.349 5.127 2.567
41 H -1.760 5.271 3.600
42 H -2.187 6.358 1.417
43 H -3.262 4.976 1.624
44 C -8.222 -0.208 -4.002
45 C -7.456 -1.071 -3.007
46 C -6.353 -0.302 -2.271
47 C -5.360 0.219 -3.208
48 N -4.602 0.612 -3.970
49 H -7.567 0.164 -4.791
50 H -9.015 -0.784 -4.479
51 H -8.679 0.650 -3.507
52 H -7.017 -1.924 -3.527
53 H -8.149 -1.472 -2.265
54 H -5.840 -0.944 -1.556
55 H -6.773 0.536 -1.715
56 C -2.145 -0.622 5.008
57 C -1.094 -1.485 5.688
58 C 0.232 -0.746 5.874
59 C 0.810 -0.339 4.592
60 N 1.320 -0.021 3.618
61 H -1.835 -0.330 4.007
62 H -3.086 -1.163 4.917
63 H -2.338 0.288 5.578
64 H -0.925 -2.391 5.103
65 H -1.457 -1.800 6.667
66 H 0.958 -1.381 6.382
67 H 0.088 0.148 6.482
68 C 2.521 -4.252 -3.949
69 C 3.105 -5.586 -3.504
70 C 3.792 -6.354 -4.639
71 C 2.854 -6.668 -5.716
72 N 2.107 -6.913 -6.547
73 H 1.744 -4.389 -4.703
74 H 2.077 -3.737 -3.101
75 H 3.296 -3.607 -4.372
76 H 2.313 -6.204 -3.077
77 H 3.835 -5.413 -2.711
78 H 4.209 -7.292 -4.271
79 H 4.609 -5.766 -5.057
80 C 6.613 1.427 -0.181
81 C 7.017 0.638 1.059
82 C 5.967 0.708 2.173
83 C 5.753 2.086 2.614
84 N 5.581 3.166 2.948
85 H 6.508 2.489 0.040
86 H 7.368 1.327 -0.961
87 H 5.665 1.066 -0.584
88 H 7.970 1.013 1.436
89 H 7.169 -0.409 0.792
90 H 6.280 0.120 3.036
91 H 5.014 0.308 1.823

Löwdin atomic charge list, values in e, 5 entries: atom 1 (C): -0.085, atom 2 (C): -0.360, atom 3 (N): -0.243, atom 4 (P): 0.955, atom 5 (C): -0.349



Density functional theory data (the ωB97M-V functional and the def2-TZVPD basis) for a 3-piece molecular cluster, C28H54BClF6O7P overall.

Results
**LUMO level**: 2.19 eV
**Total charge**: -1
**HOMO-LUMO gap**: 6.388 eV
**Largest force on an atom**: 0.86 eV Å⁻¹

Atoms and positions in Å:
1 C -2.075 -1.604 0.240
2 C -2.470 -0.127 0.238
3 O -1.343 0.689 -0.008
4 B -1.154 1.912 0.626
5 O -1.542 1.995 1.976
6 P -0.441 3.514 -0.301
7 C -2.275 4.121 -0.431
8 C -2.775 5.184 -1.425
9 C -2.630 4.740 -2.896
10 C -4.257 5.480 -1.145
11 C 0.323 5.091 -1.112
12 C 0.279 6.265 -0.158
13 C 1.447 6.282 0.819
14 Cl 0.276 7.863 -1.072
15 O -0.508 2.754 -1.870
16 C 0.447 1.775 -2.125
17 C 1.643 2.003 -1.142
18 C 2.268 0.743 -0.570
19 O 2.243 0.452 0.581
20 C 3.115 -0.230 -1.476
21 F 3.725 -1.112 -0.668
22 F 4.095 0.456 -2.127
23 C 2.321 -1.086 -2.516
24 F 2.817 -2.336 -2.538
25 F 1.034 -1.176 -2.096
26 C 2.322 -0.599 -4.004
27 F 2.394 0.744 -4.078
28 F 3.402 -1.104 -4.620
29 C 1.044 -1.110 -4.699
30 O 0.997 -2.177 -5.210
31 O 0.055 -0.209 -4.625
32 O 1.244 2.818 -0.115
33 H -2.091 -2.034 -0.767
34 H -2.767 -2.187 0.858
35 H -1.073 -1.716 0.663
36 H -3.209 0.059 -0.555
37 H -2.952 0.126 1.189
38 H -2.421 2.372 2.094
39 H -0.266 4.128 1.001
40 H -2.528 4.445 0.592
41 H -2.891 3.230 -0.647
42 H -2.241 6.133 -1.289
43 H -3.480 5.103 -3.490
44 H -1.726 5.132 -3.366
45 H -2.601 3.650 -2.972
46 H -4.854 4.574 -1.322
47 H -4.639 6.278 -1.792
48 H -4.410 5.760 -0.096
49 H -0.139 5.326 -2.069
50 H 1.379 4.875 -1.324
51 H -0.670 6.280 0.387
52 H 2.346 6.665 0.328
53 H 1.231 6.899 1.697
54 H 1.629 5.258 1.158
55 H 0.793 1.873 -3.158
56 H -0.012 0.786 -1.987
57 H 2.452 2.483 -1.734
58 H -0.783 -0.654 -4.425
59 C 2.448 -2.005 7.171
60 C 3.412 -2.670 6.195
61 C 4.368 -1.689 5.518
62 C 3.688 -0.617 4.664
63 C 2.791 -1.153 3.548
64 C 3.537 -1.993 2.518
65 H 1.803 -1.283 6.668
66 H 1.802 -2.742 7.652
67 H 2.994 -1.476 7.956
68 H 2.844 -3.216 5.437
69 H 4.002 -3.420 6.730
70 H 5.075 -2.253 4.902
71 H 4.970 -1.194 6.289
72 H 4.464 0.013 4.218
73 H 3.100 0.044 5.305
74 H 2.328 -0.306 3.039
75 H 1.971 -1.738 3.976
76 H 4.333 -1.413 2.048
77 H 2.862 -2.319 1.727
78 H 3.982 -2.886 2.966
79 C -4.134 -5.992 -0.050
80 C -3.582 -4.669 -0.571
81 C -3.256 -4.690 -2.064
82 C -2.185 -5.703 -2.472
83 C -0.844 -5.538 -1.758
84 C -0.176 -4.194 -2.022
85 H -3.413 -6.803 -0.167
86 H -4.380 -5.923 1.010
87 H -5.043 -6.273 -0.587
88 H -2.693 -4.391 0.002
89 H -4.314 -3.878 -0.387
90 H -2.948 -3.687 -2.372
91 H -4.172 -4.908 -2.623
92 H -2.021 -5.620 -3.552
93 H -2.558 -6.717 -2.303
94 H -0.176 -6.340 -2.085
95 H -0.976 -5.677 -0.681
96 H 0.000 -4.051 -3.091
97 H 0.787 -4.124 -1.517
98 H -0.787 -3.362 -1.665

Löwdin atomic charge list, values in e, 5 entries: atom 1 (C): -0.063, atom 2 (C): -0.243, atom 3 (O): 0.015, atom 4 (B): -0.592, atom 5 (O): 0.085



Density functional theory data (the ωB97M-V functional and the def2-TZVPD basis) for C28H54CaF2NO28S2 as an isolated structure in a non-equilibrium geometry.

Results
**LUMO level**: -3.24 eV
**Total charge**: +1
**HOMO-LUMO gap**: 8.776 eV
**Largest force on an atom**: 6.52 eV Å⁻¹

Atoms and positions in Å:
1 Ca 0.732 1.551 2.363
2 N 0.709 0.151 0.531
3 S 1.277 0.029 -0.929
4 O 0.678 0.842 -1.944
5 O 1.894 -1.208 -1.361
6 F 2.611 0.864 -0.526
7 S -0.357 -1.192 0.428
8 O 0.058 -2.360 1.146
9 O -1.067 -1.347 -0.817
10 F -1.501 -0.580 1.352
11 C 2.199 3.356 -3.526
12 C 2.848 3.831 -4.828
13 O 4.241 3.875 -4.510
14 C 4.432 3.644 -3.211
15 O 5.505 3.579 -2.697
16 O 3.263 3.383 -2.574
17 H 1.874 2.331 -3.702
18 H 1.400 3.994 -3.159
19 H 2.450 4.800 -5.125
20 H 2.706 3.090 -5.610
21 C 4.009 -1.013 1.368
22 O 4.806 0.109 1.753
23 C 4.263 1.104 2.390
24 O 3.070 1.262 2.615
25 O 5.214 1.958 2.716
26 C 4.952 2.921 3.724
27 H 3.982 -1.099 0.284
28 H 2.978 -1.019 1.708
29 H 4.509 -1.905 1.744
30 H 5.424 3.854 3.419
31 H 5.383 2.637 4.683
32 H 3.889 3.127 3.851
33 C -1.369 4.702 -0.953
34 O -0.078 5.090 -0.524
35 C 0.685 4.251 0.132
36 O 0.327 3.144 0.510
37 O 1.870 4.781 0.189
38 C 3.007 4.116 0.738
39 H -1.862 5.531 -1.448
40 H -1.969 4.431 -0.080
41 H -1.333 3.847 -1.631
42 H 2.997 4.221 1.824
43 H 3.929 4.491 0.311
44 H 2.912 3.054 0.500
45 C -4.857 2.682 3.803
46 O -3.447 2.685 3.543
47 C -2.952 2.379 2.364
48 O -1.787 2.082 2.238
49 O -3.838 2.406 1.382
50 C -3.377 1.915 0.117
51 H -5.000 1.964 4.603
52 H -5.456 2.350 2.951
53 H -5.291 3.667 3.962
54 H -4.202 1.452 -0.415
55 H -2.615 1.132 0.062
56 H -2.866 2.729 -0.386
57 C -3.038 1.026 -3.112
58 C -1.761 0.791 -3.915
59 O -1.788 1.419 -5.190
60 C -1.478 2.700 -5.239
61 O -1.156 3.418 -4.319
62 O -1.529 3.075 -6.513
63 C -0.965 4.321 -6.870
64 H -3.134 0.441 -2.202
65 H -3.900 0.756 -3.729
66 H -3.179 2.097 -2.949
67 H -1.675 -0.289 -4.046
68 H -0.822 1.051 -3.436
69 H -0.942 5.082 -6.094
70 H -1.459 4.638 -7.786
71 H 0.075 4.160 -7.182
72 C 0.082 -5.792 -2.007
73 C -0.096 -4.284 -2.113
74 O -0.848 -3.911 -3.260
75 C -0.219 -3.798 -4.425
76 O 0.976 -3.825 -4.555
77 O -1.034 -3.690 -5.459
78 C -2.441 -3.684 -5.338
79 H -0.839 -6.329 -1.786
80 H 0.852 -6.064 -1.287
81 H 0.476 -6.105 -2.978
82 H 0.888 -3.819 -2.118
83 H -0.661 -3.937 -1.250
84 H -2.818 -3.271 -4.406
85 H -2.848 -4.634 -5.683
86 H -2.857 -2.992 -6.082
87 C 2.942 -1.844 4.942
88 C 1.644 -2.108 4.175
89 O 0.581 -1.752 5.081
90 C -0.205 -0.756 4.756
91 O -0.054 -0.034 3.774
92 O -1.066 -0.529 5.701
93 C -1.810 0.699 5.632
94 H 2.901 -2.455 5.846
95 H 3.046 -0.803 5.237
96 H 3.790 -2.245 4.385
97 H 1.506 -3.134 3.843
98 H 1.591 -1.514 3.265
99 H -2.372 0.778 4.705
100 H -1.207 1.585 5.812
101 H -2.541 0.564 6.426
102 C 0.531 -5.921 4.025
103 C -0.377 -5.137 3.076
104 O -1.729 -5.373 3.495
105 C -2.739 -5.231 2.632
106 O -3.858 -5.527 2.920
107 O -2.338 -4.777 1.455
108 C -3.259 -4.798 0.373
109 H 1.543 -5.641 3.732
110 H 0.224 -6.960 4.108
111 H 0.363 -5.535 5.035
112 H -0.187 -5.416 2.043
113 H -0.199 -4.077 3.262
114 H -4.084 -4.097 0.513
115 H -3.645 -5.800 0.207
116 H -2.713 -4.388 -0.475

Löwdin atomic charge list, values in e, 5 entries: atom 1 (Ca): 1.534, atom 2 (N): -0.396, atom 3 (S): 0.488, atom 4 (O): -0.249, atom 5 (O): -0.238



HOMO energy (computed, eV): -10.3 -8.0 -4.2 -12.0